The following is a quantum chemistry calculation of C49H82BrP2Si2Ti as an isolated structure, from the OMol25 dataset.

- M (g mol⁻¹) = 917.086
- calculated total energy (eV) = -179624.967
- orbital gap (spin up / spin down) (Ha) = 0.2839 / 0.2846
- 2S+1 = 2
- charge = +2
- E_HOMO (spin up / spin down) (hartree) = -0.493 / -0.484
- LUMO (spin up / spin down) (Ha) = -0.2095 / -0.1989

Geometry as XYZ:
```
137
Properties=species:S:1:pos:R:3:forces:R:3
Ti -0.181386 0.152235 -0.289214 0.012 -0.184 0.814
C -2.624300 3.154400 -0.948706 -0.182 0.081 0.162
Si -1.207795 2.092923 -1.513656 0.249 -0.072 -0.262
C 0.270244 3.243151 -1.774514 0.062 0.150 0.013
C 0.097946 4.623393 -1.917847 0.055 -0.044 -0.018
C 1.185684 5.483812 -1.965511 0.000 0.004 -0.006
C 2.477363 4.986279 -1.856020 -0.002 0.014 -0.002
C 2.681080 3.622826 -1.717212 -0.009 0.010 -0.038
C 1.588199 2.756945 -1.675467 0.070 0.049 -0.038
P 1.786122 0.962939 -1.578829 0.077 0.254 -0.244
C 2.474965 0.390456 -3.173025 0.024 -0.027 -0.103
C 3.717760 1.139836 -3.674808 0.008 -0.040 -0.067
C 4.344289 0.338659 -4.833119 -0.007 0.026 0.034
C 3.280341 -0.392431 -5.666179 0.002 -0.016 0.017
C 1.983859 0.408381 -5.676660 0.007 0.032 0.017
C 1.383398 0.501699 -4.260709 0.072 0.003 0.008
C 2.844713 0.483912 -0.142527 0.113 -0.133 0.010
C 4.373997 0.601911 -0.290457 0.002 -0.047 0.047
C 5.060100 -0.237781 0.784990 -0.039 0.003 0.020
C 4.817760 -1.736605 0.531288 0.015 -0.015 -0.014
C 3.479731 -1.985092 -0.183100 0.041 -0.004 0.071
C 2.457287 -0.964784 0.307595 0.072 0.248 -0.129
C -1.715123 1.155694 -3.072784 -0.130 -0.024 -0.168
C -1.887885 1.872500 -4.263494 0.019 -0.057 0.044
C -2.233524 1.241017 -5.445830 0.002 -0.014 -0.031
C -2.419227 -0.136966 -5.468053 -0.005 0.021 -0.027
C -2.269259 -0.869491 -4.304907 0.000 0.012 0.005
C -1.926174 -0.236739 -3.106596 -0.005 -0.011 -0.047
P -1.720239 -1.257565 -1.609467 -0.165 -0.030 -0.302
C -1.067647 -2.881787 -2.135420 0.028 -0.132 -0.007
C 0.220533 -2.713795 -2.967897 -0.033 -0.022 0.026
C 1.097015 -3.980006 -2.945280 0.015 0.021 0.041
C 0.244896 -5.228477 -2.750399 -0.029 0.012 -0.027
C -0.433157 -5.200366 -1.373106 -0.013 0.019 0.008
C -0.752485 -3.764407 -0.919183 0.050 -0.023 -0.021
C -3.337242 -1.567826 -0.799893 -0.111 0.004 -0.056
C -4.468487 -2.012648 -1.747859 -0.051 0.002 0.052
C -5.227808 -0.874150 -2.439752 0.024 0.017 0.040
C -5.531524 0.310707 -1.497293 0.026 0.002 -0.020
C -5.220572 -0.008634 -0.038894 -0.016 -0.069 0.025
C -3.748508 -0.382459 0.113109 0.035 -0.016 -0.013
H -2.913143 3.813424 -1.773107 -0.032 0.014 0.044
H -3.501991 2.566643 -0.680313 -0.009 0.048 -0.009
H -2.346863 3.774385 -0.093742 -0.019 0.003 -0.026
H -0.899397 5.041577 -1.984854 0.011 -0.011 0.006
H 1.025439 6.548078 -2.080181 0.007 -0.007 0.002
H 3.324152 5.659424 -1.882542 -0.010 -0.006 0.003
H 3.691995 3.241500 -1.646741 -0.014 -0.007 0.007
H 2.734038 -0.662971 -3.008678 0.001 0.002 -0.010
H 3.401378 2.126974 -4.021309 -0.015 -0.019 -0.005
H 4.460555 1.309618 -2.898810 0.010 0.024 -0.005
H 4.907420 1.024257 -5.467965 -0.002 0.008 0.009
H 5.066372 -0.377730 -4.434683 -0.011 -0.008 -0.004
H 3.644760 -0.555490 -6.679812 0.002 0.003 0.000
H 3.087943 -1.387608 -5.250386 -0.004 0.015 -0.001
H 2.186854 1.411602 -6.060928 0.005 -0.018 0.001
H 1.250744 -0.034633 -6.351580 -0.001 -0.008 0.004
H 0.868459 1.458405 -4.149775 -0.003 0.033 0.002
H 0.631246 -0.271089 -4.112617 -0.011 -0.016 -0.013
H 2.523324 1.185172 0.637166 0.014 0.020 0.068
H 4.690698 0.238466 -1.268808 -0.005 -0.030 0.023
H 4.672440 1.648249 -0.224599 -0.008 0.012 -0.007
H 6.128361 -0.025547 0.806543 -0.004 -0.003 -0.009
H 4.671310 0.054616 1.766026 0.001 -0.010 -0.013
H 5.626826 -2.150722 -0.071569 -0.001 0.007 -0.002
H 4.830289 -2.277777 1.479082 0.005 0.004 -0.005
H 3.597915 -1.894022 -1.266330 -0.008 0.013 0.003
H 3.128137 -3.000183 0.004186 0.000 -0.007 0.019
H 1.464838 -1.283548 -0.072806 -0.061 -0.093 -0.113
H 2.392412 -1.013476 1.397816 -0.024 0.018 -0.013
H -1.727559 2.946532 -4.272439 -0.012 -0.019 0.018
H -2.354432 1.818020 -6.353656 -0.004 -0.006 0.006
H -2.689141 -0.636720 -6.389181 0.006 0.010 0.002
H -2.429930 -1.940617 -4.335605 -0.003 0.003 0.009
H -1.838065 -3.378494 -2.733175 -0.007 -0.027 -0.007
H -0.032943 -2.443276 -3.993511 -0.018 -0.034 -0.009
H 0.795862 -1.870913 -2.564185 0.018 0.026 -0.002
H 1.674768 -4.039256 -3.867851 -0.001 -0.002 -0.008
H 1.825597 -3.914175 -2.130095 -0.015 -0.011 -0.003
H -0.507866 -5.274899 -3.542989 0.007 0.005 0.010
H 0.847346 -6.130080 -2.854751 0.006 0.003 0.007
H -1.353990 -5.785279 -1.398342 0.004 -0.001 -0.010
H 0.211308 -5.671043 -0.628513 -0.002 0.004 0.001
H -1.565278 -3.784663 -0.192575 -0.013 0.002 0.005
H 0.116381 -3.333342 -0.403548 0.000 0.003 0.005
H -3.101305 -2.419884 -0.158258 -0.050 -0.038 0.019
H -4.096024 -2.725011 -2.488628 0.018 0.019 -0.013
H -5.172166 -2.581749 -1.136083 -0.009 0.000 -0.017
H -4.673311 -0.516378 -3.305711 0.014 -0.003 -0.005
H -6.155948 -1.290419 -2.832561 -0.006 -0.008 0.019
H -4.928073 1.174174 -1.795763 -0.001 -0.011 0.005
H -6.570984 0.620425 -1.599553 -0.005 -0.006 -0.002
H -5.442289 0.852854 0.593861 0.005 0.005 -0.001
H -5.853187 -0.824484 0.322650 0.004 0.017 -0.018
H -3.160535 0.511530 -0.128153 0.037 0.009 -0.039
H -3.512456 -0.624956 1.152934 -0.010 -0.004 0.005
C -3.191959 -0.026023 4.612513 -0.040 0.007 0.073
C -1.820333 -0.668437 4.877401 -0.029 -0.107 0.029
C -1.758130 -1.106213 6.359311 -0.093 -0.094 0.005
C -1.731439 -1.935272 4.007338 -0.063 -0.025 0.028
Si -0.404979 0.559367 4.624429 0.022 -0.012 -0.202
Br -0.399114 0.716457 2.122986 -0.111 0.123 0.280
C 1.349581 -0.090430 4.907641 0.128 0.016 0.010
C 1.466541 -1.572071 4.510040 0.040 -0.035 0.088
C 2.441422 0.682128 4.143077 0.046 -0.030 0.015
C 1.653366 0.042084 6.418024 0.136 -0.031 -0.024
C -0.739364 2.379960 5.006850 -0.108 0.060 0.053
C -1.051053 2.454455 6.519638 -0.067 0.103 0.016
C 0.480709 3.267448 4.716152 0.013 0.038 0.063
C -1.938832 2.980618 4.249186 0.046 0.076 0.014
H -3.946933 -0.816791 4.623689 -0.007 0.038 0.029
H -3.254710 0.476880 3.644858 0.028 -0.048 -0.013
H -3.468076 0.688069 5.388928 0.033 0.026 -0.040
H -2.602753 -1.773251 6.555902 0.013 0.024 0.009
H -1.839317 -0.271102 7.057304 0.020 -0.019 -0.024
H -0.850395 -1.664536 6.592585 -0.018 0.007 -0.032
H -2.639300 -2.520080 4.181544 0.034 -0.002 -0.007
H -0.889286 -2.572476 4.260538 0.007 0.024 -0.008
H -1.688622 -1.713887 2.939128 -0.019 0.024 -0.009
H 1.070466 -1.787201 3.514178 0.050 0.061 -0.012
H 0.965007 -2.227566 5.223190 -0.019 0.021 -0.046
H 2.525056 -1.846909 4.513686 -0.029 -0.029 0.030
H 2.247884 0.756144 3.070782 -0.013 -0.046 0.013
H 3.383434 0.139578 4.269928 -0.014 0.031 0.004
H 2.601107 1.684723 4.527096 -0.046 0.055 -0.006
H 0.952377 -0.506736 7.047278 -0.015 0.014 -0.009
H 1.674584 1.080860 6.750050 0.000 -0.005 -0.040
H 2.648600 -0.372146 6.605649 -0.027 -0.005 0.010
H -0.229137 2.105478 7.145541 -0.002 -0.022 -0.008
H -1.951611 1.899890 6.790211 0.019 0.029 -0.036
H -1.231914 3.501690 6.779412 0.016 -0.025 0.007
H 1.305104 3.076916 5.402039 0.021 -0.046 -0.008
H 0.181593 4.308923 4.862429 0.042 -0.022 0.003
H 0.848467 3.173407 3.691930 -0.037 -0.013 0.001
H -2.892117 2.570076 4.565664 -0.019 -0.055 0.001
H -1.859370 2.877140 3.166346 0.022 0.008 0.004
H -1.963758 4.051695 4.469213 -0.022 -0.034 -0.001
```
Forces are in eV/Å.

Atomic partial charges in e from the Löwdin method, atoms 1 to 8:
1 Ti 0.30
2 C -0.18
3 Si 0.58
4 C -0.29
5 C -0.07
6 C -0.04
7 C -0.05
8 C -0.07